The following is a quantum chemistry calculation of C27H70O24S7V as an isolated structure, from the OMol25 dataset.

CARTESIAN COORDINATES (ANGSTROEM)
O1 -4.714 -29.624 -30.323
V1 -3.934 -28.353 -30.907
C1 0.382 -28.850 -30.467
C2 -1.055 -29.381 -30.322
C3 -1.054 -30.435 -29.219
O2 -1.957 -28.332 -30.227
H1 0.549 -28.043 -31.187
H2 0.956 -29.638 -30.970
H3 0.850 -28.625 -29.510
H4 -1.179 -29.999 -31.224
H5 -0.993 -29.980 -28.226
H6 -0.341 -31.245 -29.372
H7 -2.014 -30.967 -29.215
C4 -3.313 -29.984 -35.145
C5 -3.964 -30.035 -33.733
C6 -3.522 -31.342 -33.111
O3 -3.657 -28.950 -32.927
H8 -2.223 -30.030 -35.131
H9 -3.625 -29.067 -35.652
H10 -3.672 -30.807 -35.764
H11 -5.049 -30.009 -33.896
H12 -2.430 -31.423 -33.078
H13 -3.810 -32.196 -33.730
H14 -3.887 -31.466 -32.089
O4 -1.252 -25.625 -24.923
S1 -0.691 -25.924 -26.211
O5 0.154 -24.973 -26.944
O6 0.096 -27.364 -26.113
C7 1.346 -27.549 -26.744
C8 1.980 -28.726 -25.995
C9 -1.957 -26.435 -27.286
H15 2.002 -26.701 -26.532
H16 1.298 -27.666 -27.826
H17 1.221 -29.497 -25.854
H18 2.264 -28.455 -24.974
H19 2.941 -29.011 -26.425
H20 -2.430 -25.670 -27.894
H21 -2.767 -26.870 -26.692
H22 -1.634 -27.315 -27.842
O7 1.543 -34.948 -31.560
S2 0.342 -34.359 -31.047
O8 -0.852 -35.154 -30.928
O9 0.578 -33.732 -29.595
C10 1.945 -33.434 -29.288
C11 2.064 -32.683 -27.959
C12 -0.133 -32.852 -31.968
H23 2.554 -32.930 -30.040
H24 2.503 -34.357 -29.119
H25 1.425 -32.956 -27.122
H26 1.847 -31.618 -28.112
H27 3.105 -32.643 -27.632
H28 -1.215 -32.781 -31.861
H29 0.048 -33.043 -33.023
H30 0.323 -31.949 -31.571
O10 -3.503 -26.260 -31.473
S3 -2.894 -24.948 -31.647
O11 -2.050 -24.371 -30.622
O12 -2.144 -24.969 -33.059
C13 -0.744 -25.305 -33.106
C14 0.121 -24.044 -33.208
C15 -4.201 -23.768 -32.028
H31 -0.673 -25.797 -34.080
H32 -0.455 -26.020 -32.338
H33 -0.090 -23.376 -34.043
H34 1.159 -24.291 -33.443
H35 0.003 -23.607 -32.216
H36 -5.065 -24.175 -32.546
H37 -3.682 -23.122 -32.738
H38 -4.500 -23.199 -31.153
O13 7.842 -31.162 -27.456
S4 6.937 -31.859 -28.317
O14 5.738 -32.457 -27.720
O15 6.453 -30.791 -29.439
C16 5.173 -30.989 -30.081
C17 4.239 -29.925 -29.520
C18 7.776 -33.036 -29.373
H39 4.695 -31.948 -29.885
H40 5.444 -30.752 -31.110
H41 4.171 -29.861 -28.438
H42 3.307 -30.197 -30.034
H43 4.485 -28.932 -29.893
H44 8.118 -33.894 -28.797
H45 8.663 -32.519 -29.728
H46 6.999 -33.340 -30.070
O16 3.517 -26.964 -30.954
S5 3.272 -25.903 -30.006
O17 3.533 -26.132 -28.603
O18 3.934 -24.501 -30.502
C19 4.382 -23.543 -29.535
C20 5.665 -23.929 -28.846
C21 1.589 -25.254 -30.191
H47 3.604 -23.411 -28.776
H48 4.490 -22.571 -30.015
H49 6.474 -24.184 -29.533
H50 5.527 -24.745 -28.139
H51 6.075 -23.086 -28.284
H52 1.463 -24.711 -31.118
H53 1.340 -24.750 -29.259
H54 0.934 -26.129 -30.213
O19 3.573 -30.803 -36.903
S6 2.700 -30.591 -35.804
O20 3.062 -31.270 -34.579
O21 2.607 -29.009 -35.488
C22 2.056 -28.636 -34.212
C23 2.470 -27.202 -33.910
C24 0.986 -30.911 -36.262
H55 2.300 -29.279 -33.367
H56 0.977 -28.715 -34.392
H57 1.913 -26.589 -34.618
H58 3.557 -27.222 -33.923
H59 2.129 -26.951 -32.908
H60 0.341 -30.836 -35.391
H61 1.005 -31.960 -36.561
H62 0.797 -30.247 -37.098
O22 -6.068 -29.771 -27.710
S7 -6.170 -31.171 -27.418
O23 -7.418 -31.854 -27.646
O24 -5.010 -31.825 -28.332
C25 -4.574 -33.152 -28.182
C26 -3.809 -33.666 -29.406
C27 -5.517 -31.504 -25.798
H63 -5.433 -33.821 -28.067
H64 -3.872 -33.236 -27.344
H65 -4.515 -33.741 -30.236
H66 -3.496 -34.693 -29.214
H67 -2.950 -33.064 -29.694
H68 -5.700 -30.698 -25.093
H69 -4.436 -31.435 -25.936
H70 -5.846 -32.501 -25.526

For the HOMO-LUMO gap (spin up / spin down), the calculation gives 8.233 / 8.481 eV. The calculation puts the energy above the lowest of the compared OMol25 structures with the same formula, charge and spin at 39.4 kcal/mol. As for the multiplicity: 2.

Atomic partial charges in e from the Mulliken method, atoms 1 to 5:
1 O -0.616
2 V 1.158
3 C 0.715
4 C 1.332
5 C 0.183